Entry from the OMol25 dataset: the ion C11H24N4 with charge +2 at a distorted geometry (wB97M-V/def2-TZVPD).

Output
- spin multiplicity = 1
- energy above the lowest of the compared OMol25 structures with the same formula, charge and spin (kJ/mol) = 0.0
- SMILES = C=CN(C=[NH2+])[C@](C)(N)[NH+]1CCCCCC1
- charge = +2
- orbital gap (eV) = 10.9627
- highest occupied orbital energy (eV) = -17.3433

Atoms and positions in Å:
C 2.842 3.163 0.159
C 1.785 2.409 0.010
N 1.653 1.006 0.598
C 2.733 0.292 0.472
N 2.951 -0.862 1.021
C 0.347 0.502 1.155
C -0.373 1.715 1.768
N 0.710 -0.605 2.105
N -0.432 -0.117 0.095
C -1.914 -0.382 0.472
C -2.237 -1.837 0.173
C -2.421 -2.194 -1.258
C -1.188 -1.954 -2.135
C -0.984 -0.494 -2.433
C -0.474 0.512 -1.356
H 2.796 4.114 -0.410
H 3.642 2.929 0.897
H 0.948 2.696 -0.598
H 3.654 0.825 0.002
H 3.879 -1.382 1.005
H 2.175 -1.291 1.458
H -0.749 2.353 1.022
H 0.255 2.374 2.508
H -1.324 1.325 2.345
H -0.095 -1.185 2.410
H 1.371 -0.447 2.810
H -0.068 -1.117 -0.111
H -2.493 0.321 -0.229
H -2.229 -0.168 1.541
H -3.011 -2.226 0.737
H -1.356 -2.470 0.540
H -3.177 -1.433 -1.633
H -2.939 -3.131 -1.484
H -0.316 -2.655 -1.833
H -1.326 -2.375 -3.109
H -0.232 -0.258 -3.265
H -1.925 -0.141 -2.694
H 0.521 0.742 -1.490
H -1.000 1.447 -1.265



Entry from the OMol25 dataset: a structure of composition C71H73BaN12O3 at a distorted geometry (wB97M-V/def2-TZVPD).

Output
- spin multiplicity = 1
- charge = -1
- orbital gap (eV) = 5.8141
- highest occupied orbital energy (eV) = -4.2474

Atoms and positions in Å:
Ba -1.779 0.100 -1.052
O -6.213 -0.709 -0.887
C -5.007 -0.779 -0.614
N -3.960 -1.127 -1.367
C -4.143 -1.773 -2.604
C -5.370 -2.340 -2.987
C -5.535 -3.037 -4.170
C -4.445 -3.229 -5.004
C -3.222 -2.704 -4.640
C -3.036 -1.954 -3.469
N -1.744 -1.529 -3.119
C -0.894 -1.221 -4.107
O -1.133 -0.830 -5.258
C 0.573 -1.526 -3.844
C 0.958 -2.853 -4.042
C 2.296 -3.184 -3.996
C 3.222 -2.177 -3.753
C 2.752 -0.888 -3.588
N 1.462 -0.560 -3.639
C -4.661 -0.443 0.819
C -5.538 -0.867 1.818
C -5.280 -0.520 3.131
C -4.191 0.301 3.401
C -3.387 0.688 2.346
N -3.589 0.299 1.085
H -6.217 -2.208 -2.337
H -6.510 -3.430 -4.430
H -4.545 -3.781 -5.931
H -2.365 -2.871 -5.278
H 0.200 -3.603 -4.233
H 2.622 -4.207 -4.146
H 4.282 -2.389 -3.697
H 3.438 -0.065 -3.414
H -6.395 -1.463 1.544
H -5.926 -0.863 3.930
H -3.957 0.626 4.406
H -2.534 1.327 2.508
N 1.407 2.723 -2.702
C 1.852 3.200 -4.005
C 0.819 3.017 -5.139
N 0.037 1.823 -4.871
H 0.519 3.155 -2.475
H 1.222 1.723 -2.769
H 2.769 2.659 -4.258
H 2.107 4.260 -3.917
H 1.354 2.999 -6.100
H 0.143 3.879 -5.154
H 0.646 1.042 -4.658
H -0.536 1.530 -5.652
C -4.147 5.396 1.464
C -4.303 3.944 1.002
C -5.431 3.252 1.778
C -4.573 3.878 -0.492
C -5.776 4.384 -0.970
C -6.120 4.275 -2.305
C -5.249 3.647 -3.176
C -4.016 3.170 -2.750
C -3.087 2.541 -3.767
C -3.702 1.262 -4.352
C -2.759 3.534 -4.885
C -3.672 3.287 -1.396
N -2.414 2.819 -0.930
C -1.555 3.722 -0.622
C -0.240 3.631 -0.029
C 0.567 4.757 -0.307
C 1.821 4.947 0.205
C 2.328 3.981 1.085
C 1.577 2.889 1.415
C 0.250 2.661 0.922
N -0.471 1.643 1.419
C -0.326 1.276 2.756
C -0.534 2.206 3.828
C -0.567 1.757 5.142
C -0.452 0.419 5.468
C -0.263 -0.486 4.444
C -0.159 -0.087 3.118
C 0.163 -1.168 2.102
C -0.995 -2.161 1.928
C 1.416 -1.942 2.526
C -0.820 3.692 3.643
C -2.181 4.060 4.246
C 0.274 4.560 4.277
H -4.021 5.443 2.546
H -5.029 5.982 1.198
H -3.276 5.861 0.996
H -3.376 3.409 1.215
H -6.364 3.813 1.698
H -5.169 3.169 2.835
H -5.605 2.250 1.383
H -6.459 4.869 -0.283
H -7.067 4.663 -2.659
H -5.530 3.534 -4.216
H -2.143 2.278 -3.287
H -4.504 1.500 -5.054
H -4.129 0.636 -3.565
H -2.941 0.680 -4.877
H -3.661 3.847 -5.413
H -2.088 3.067 -5.605
H -2.273 4.427 -4.484
H -1.833 4.761 -0.849
H 0.166 5.511 -0.978
H 2.402 5.824 -0.046
H 3.312 4.116 1.522
H 1.965 2.149 2.105
H -0.724 2.477 5.938
H -0.504 0.089 6.499
H -0.176 -1.538 4.689
H 0.366 -0.698 1.135
H -1.159 -2.723 2.849
H -0.768 -2.873 1.129
H -1.919 -1.644 1.676
H 1.263 -2.456 3.476
H 2.271 -1.272 2.642
H 1.663 -2.697 1.781
H -0.869 3.928 2.586
H -2.176 3.971 5.334
H -2.964 3.408 3.852
H -2.432 5.093 3.996
H 0.288 4.435 5.363
H 0.096 5.615 4.054
H 1.252 4.291 3.886
C 10.500 -7.528 5.045
O 9.248 -7.995 4.588
C 8.456 -7.117 3.919
C 7.263 -7.631 3.408
C 6.404 -6.820 2.703
C 6.701 -5.468 2.490
C 7.885 -4.965 3.015
C 8.760 -5.777 3.724
C 5.744 -4.649 1.752
N 4.685 -5.118 1.135
C 4.034 -4.027 0.626
C 4.716 -2.871 0.934
N 5.817 -3.285 1.641
C 4.268 -1.578 0.552
C 5.015 -0.403 0.717
C 4.505 0.776 0.251
C 3.224 0.778 -0.315
N 2.484 -0.306 -0.440
C 2.991 -1.487 -0.057
C 2.213 -2.701 -0.324
N 0.966 -2.591 -0.824
C 0.295 -3.691 -1.098
C 0.799 -4.981 -0.924
C 2.053 -5.121 -0.389
C 2.778 -3.975 -0.052
H 10.995 -8.388 5.489
H 10.388 -6.746 5.801
H 11.109 -7.146 4.221
H 7.032 -8.673 3.585
H 5.476 -7.204 2.303
H 8.150 -3.924 2.874
H 9.667 -5.346 4.122
H 6.491 -2.688 2.084
H 5.992 -0.441 1.186
H 5.059 1.701 0.324
H 2.807 1.695 -0.708
H -0.704 -3.537 -1.499
H 0.203 -5.842 -1.195
H 2.495 -6.091 -0.202



Entry from the OMol25 dataset: a cluster of 2 separate species, C3H6N2O2 in total at a distorted geometry (wB97M-V/def2-TZVPD).

Output
- spin multiplicity = 1
- energy above the lowest of the compared OMol25 structures with the same formula, charge and spin (kJ/mol) = 1037.9
- charge = 0
- orbital gap (alpha / beta) (eV) = 5.9482 / 7.7112
- highest occupied orbital energy (alpha / beta) (eV) = -7.5047 / -8.7252

Atoms and positions in Å:
C 2.458 -0.949 0.857
C 2.374 0.440 0.742
C -2.820 0.346 -0.639
N -0.875 -0.842 -0.706
N 1.405 1.153 0.225
O 0.350 0.587 -0.331
O -1.706 -0.222 -1.386
H 3.228 -1.490 1.189
H 1.726 -1.625 0.405
H 3.106 1.071 1.219
H -3.596 -0.434 -0.518
H -3.308 1.197 -1.333
H -2.342 0.767 0.276



Entry from the OMol25 dataset: a structure of composition C11H15ClFN2 at a distorted geometry (wB97M-V/def2-TZVPD).

Output
- spin multiplicity = 3
- charge = +1
- orbital gap (alpha / beta) (eV) = 5.3631 / 7.2177
- highest occupied orbital energy (alpha / beta) (eV) = -8.3305 / -12.9956

Atoms and positions in Å:
C 2.384 -0.661 -1.642
C 2.626 0.656 -2.102
C 1.510 -0.936 -0.566
C 1.962 1.675 -1.495
C 0.916 0.090 0.106
C 1.111 1.320 -0.432
C -2.069 -0.110 -0.687
C -0.227 -1.538 1.481
C 0.451 0.582 2.511
C -1.353 0.545 0.969
C -0.040 -0.106 1.291
N -1.804 0.638 -1.738
N -2.864 -1.179 -0.717
F 0.407 2.361 -0.004
Cl -2.759 0.206 1.907
H 2.878 -1.545 -2.093
H 3.277 0.792 -2.932
H 1.475 -1.909 -0.060
H 2.311 2.640 -1.730
H -0.897 -1.789 2.293
H 0.724 -2.064 1.642
H -0.725 -2.170 0.714
H -0.282 0.534 3.341
H 1.365 0.011 2.637
H 0.666 1.585 2.402
H -1.152 1.558 0.746
H -1.283 1.440 -1.555
H -2.146 0.520 -2.675
H -3.377 -1.618 0.020
H -3.085 -1.526 -1.631



Entry from the OMol25 dataset: a cluster of 2 separate species, C5H13NO2 in total at a distorted geometry (wB97M-V/def2-TZVPD).

Output
- spin multiplicity = 1
- energy above the lowest of the compared OMol25 structures with the same formula, charge and spin (kJ/mol) = 126.1
- SMILES = CCNC(=O)CC.O
- charge = 0
- orbital gap (eV) = 10.3718
- highest occupied orbital energy (eV) = -9.6490

Atoms and positions in Å:
C -0.785 -1.160 2.073
C -1.104 0.170 1.366
N -1.262 0.137 -0.106
C -0.370 -0.561 -0.978
O -0.778 -0.632 -2.110
C 0.987 -1.062 -0.538
C 2.180 -0.213 -1.150
H 0.032 -1.008 2.805
H -0.416 -1.965 1.429
H -1.713 -1.576 2.526
H -0.409 1.016 1.619
H -2.048 0.587 1.779
H -2.153 0.347 -0.498
H 1.150 -2.134 -0.832
H 1.106 -1.100 0.553
H 2.760 0.332 -0.429
H 2.979 -0.803 -1.632
H 1.882 0.458 -1.963
O -0.902 3.356 -1.296
H -0.114 3.224 -1.876
H -1.022 2.589 -0.744



Entry from the OMol25 dataset: a structure of composition C2H3O3S at a distorted geometry (wB97M-V/def2-TZVPD).

Output
- spin multiplicity = 1
- energy above the lowest of the compared OMol25 structures with the same formula, charge and spin (kJ/mol) = 519.4
- charge = -1
- orbital gap (eV) = 7.3331
- highest occupied orbital energy (eV) = -3.1309

Atoms and positions in Å:
C -0.702 -0.813 -1.119
C -0.619 0.694 0.502
O 1.627 -1.057 0.729
O 2.215 1.089 -0.261
O -1.137 -0.550 0.164
S 1.241 -0.004 -0.233
H -0.704 -1.919 -1.150
H -0.982 1.542 -0.094
H -0.939 1.019 1.462



Entry from the OMol25 dataset: a cluster of 2 separate species, C5H7N3O3 in total at a distorted geometry (wB97M-V/def2-TZVPD).

Output
- spin multiplicity = 1
- energy above the lowest of the compared OMol25 structures with the same formula, charge and spin (kJ/mol) = 260.3
- SMILES = Cc1c[nH]c(=O)[nH]c1=O.N=O
- charge = 0
- orbital gap (alpha / beta) (eV) = 8.8191 / 8.8295
- highest occupied orbital energy (alpha / beta) (eV) = -9.2794 / -9.2811

Atoms and positions in Å:
C 1.001 -2.691 -0.996
C 0.419 -1.381 -0.576
C 0.968 -0.535 0.266
N 0.336 0.690 0.524
C -0.926 0.941 0.074
O -1.525 1.968 0.330
N -1.510 0.125 -0.814
C -0.878 -1.060 -1.235
O -1.289 -1.706 -2.147
H 0.907 -2.657 -2.092
H 0.372 -3.463 -0.385
H 2.021 -2.705 -0.799
H 1.859 -0.847 0.848
H 0.670 1.248 1.290
H -2.179 0.623 -1.451
N 0.009 4.131 2.267
O 0.758 3.230 2.579
H -1.013 4.088 2.314



Entry from the OMol25 dataset: a cluster of 2 separate species, C12H24N3O3 in total (wB97M-V/def2-TZVPD).

Output
- spin multiplicity = 1
- energy above the lowest of the compared OMol25 structures with the same formula, charge and spin (kJ/mol) = 80.5
- charge = +1
- orbital gap (eV) = 8.0241
- highest occupied orbital energy (eV) = -11.1397

Atoms and positions in Å:
O -1.676 -2.318 -0.314
C -1.063 -3.314 -0.081
O -0.278 -3.445 1.026
C 1.128 -3.422 0.727
C 1.821 -2.588 1.801
C 2.190 -1.183 1.320
C 3.365 -1.185 0.344
N 3.209 -0.259 -0.805
C 2.173 0.612 -1.068
C 2.477 1.265 -2.214
N 3.688 0.780 -2.625
C 4.117 -0.138 -1.763
H -1.057 -4.189 -0.746
H 1.255 -2.954 -0.254
H 1.520 -4.437 0.667
H 1.134 -2.484 2.635
H 2.718 -3.110 2.137
H 2.456 -0.581 2.186
H 1.303 -0.748 0.866
H 4.270 -0.874 0.864
H 3.548 -2.180 -0.061
H 1.310 0.707 -0.437
H 1.913 2.014 -2.739
H 4.189 1.074 -3.449
H 5.043 -0.677 -1.853
C -2.075 0.946 -0.660
C -1.919 2.299 0.026
C -2.770 2.452 1.292
O -4.142 2.666 1.054
C -4.918 1.504 0.828
N -2.154 3.363 -0.952
H -3.010 0.885 -1.215
H -1.270 0.795 -1.381
H -2.049 0.125 0.056
H -0.876 2.391 0.353
H -2.428 3.342 1.827
H -2.632 1.591 1.960
H -4.558 0.664 1.430
H -4.924 1.210 -0.225
H -5.940 1.735 1.124
H -1.934 4.264 -0.539
H -3.151 3.402 -1.143



What did we get for molecular weight? Answer: 212.34, 1279.77, 102.09, 229.71, 119.16, 107.11, 157.13, 258.34 g/mol, in the order shown.